One molecule with the formula C5H13NS at a distorted geometry, computed with the ωB97M-V functional and the def2-TZVPD basis.

Its relative energy (zero: lowest compared OMol25 entry of this formula, charge and spin) is 0.482 eV. Its gap between HOMO and LUMO is 9.38 eV. Its SMILES is CCNCCCS.

The geometry in ORCA input format:
```
! RIJCOSX wB97M-V def2-TZVPD def2/J DEFGRID3
* xyz 0 1
C 0.51073 3.19077 1.00121
C -0.51911 2.08942 1.14081
N -0.38981 1.07768 0.11370
C -1.28122 -0.05699 0.29064
C -0.57376 -1.31503 0.75972
C -0.13719 -2.25975 -0.38943
S 1.08389 -1.55991 -1.54879
H 0.62434 3.49555 -0.01527
H 1.47037 2.79377 1.32388
H 0.24830 4.05850 1.60051
H -0.40714 1.59753 2.11045
H -1.53795 2.49179 1.18115
H -0.38437 1.42342 -0.83161
H -2.13456 0.19645 0.92631
H -1.77793 -0.27190 -0.66284
H -1.15926 -1.95165 1.42248
H 0.35727 -1.07071 1.27627
H -0.98310 -2.52002 -1.01802
H 0.30327 -3.13826 0.05251
H 2.01712 -1.26656 -0.63434
*
```